14
Properties=species:S:1:pos:R:3:forces:R:3:mulliken_charge:R:1 method="wB97M-V/def2-TZVPD" charge=+1 energy_ha=-337.223204 smiles=NC[n+]1ccn[nH]1 orbital_gap_ev=10.816
H -0.906838 0.490277 1.516553 -0.8 -0.7 0.6 0.3801
C 1.467156 -0.993587 -0.194318 -0.6 -1.4 -1.3 0.0754
C 1.281244 -2.248989 -0.816018 -0.2 0.1 1.6 -0.4582
N -0.602261 -1.490301 -0.315823 2.4 0.2 -0.2 0.2944
N -0.029878 -2.521158 -0.782742 1.1 -1.2 -0.9 -0.5809
N -1.094561 1.182517 -0.435616 0.1 0.7 1.5 -0.4791
H 2.006132 -3.028787 -0.928571 0.2 0.0 -0.7 0.4029
H 0.537263 1.219695 1.138704 0.5 0.7 -0.7 0.2992
H -1.930036 1.695049 -0.124320 0.9 0.2 -0.8 0.2577
H -0.454292 1.583941 -1.109257 -0.9 0.7 -0.3 0.2258
C -0.308658 0.729874 0.674486 0.2 -1.5 -1.6 -0.3731
N 0.261391 -0.560235 0.047941 -1.3 1.3 2.1 0.2593
H 2.290057 -0.386344 -0.005478 1.4 0.7 0.3 0.4481
H -1.533833 -1.467776 -0.099125 -2.9 0.4 0.4 0.2484